(1)
13
Properties=species:S:1:pos:R:3:forces:R:3 method="wB97M-V/def2-TZVPD" de_lowest_ev=3.240 orbital_gap_ev=5.450 energy_ev=-19656.208 charge=-2 homo_energy_ev=1.38
C 1.442 -1.443 0.671 -0.1 -0.3 2.8
C -1.108 -0.763 -1.608 0.8 1.9 1.8
C 0.421 -0.581 0.837 1.0 -0.9 3.2
C -0.330 0.188 -0.086 -2.1 -3.5 -4.3
O -1.300 1.047 0.600 -0.3 1.2 -0.3
O 0.848 2.376 0.996 0.2 0.0 -0.6
O -0.231 2.769 -1.352 0.1 -1.8 1.9
P -0.011 1.850 -0.129 -0.5 3.7 -0.4
H 2.052 -1.951 1.526 -1.4 1.1 -1.3
H 1.646 -1.792 -0.276 0.7 -0.6 -2.1
H -1.772 0.103 -1.991 0.7 -1.2 0.7
H -1.769 -1.515 -1.086 0.2 0.7 0.0
H 0.111 -0.288 1.900 0.6 -0.5 -1.3

=====

(2)
13
Properties=species:S:1:pos:R:3:forces:R:3 method="wB97M-V/def2-TZVPD" de_lowest_ev=1.486 orbital_gap_ev=10.418 energy_ev=-19657.128 homo_energy_ev=-10.43
C 0.002 -0.854 -0.013 4.3 -0.2 -1.2
C 2.215 0.210 -0.180 -0.4 -0.1 -1.4
C -0.709 -1.855 -0.393 -0.8 0.8 0.8
C -0.118 0.571 0.345 1.8 0.5 1.2
O 3.288 0.651 -0.445 0.8 -0.3 0.4
O 1.825 -1.053 -0.263 -4.1 0.7 1.1
O 1.209 1.091 0.042 -1.7 1.0 0.4
P -1.547 1.607 -0.444 0.3 -1.4 1.1
H -0.406 -2.777 -0.768 0.7 -1.3 -0.4
H -1.736 -1.662 -0.180 -0.9 -0.2 -0.2
H -0.209 0.689 1.453 -0.1 -0.2 -0.8
H -1.341 2.689 0.508 -0.5 -0.8 -0.3
H -2.472 0.690 0.337 0.7 1.5 -0.6

=====

(3)
13
Properties=species:S:1:pos:R:3:forces:R:3 method="wB97M-V/def2-TZVPD" orbital_gap_ev="7.769 / 6.943" energy_ev=-39880.448 charge=+2 homo_energy_ev="-18.10 / -17.84" spin_multiplicity=3 s_squared=2.01
O -0.714 2.512 2.030 -1.2 -1.8 0.2
C -1.222 1.500 2.178 1.7 2.5 0.0
C -1.673 0.227 2.317 -0.4 -0.8 -0.6
H -2.771 0.181 2.315 0.2 0.0 0.3
H -1.158 -0.300 3.133 -0.3 0.2 0.1
C 0.786 -0.642 -1.327 0.5 0.2 -1.4
O -0.314 -0.526 -1.942 -1.2 -0.6 2.5
Tm -1.045 -1.123 0.275 1.9 0.6 -3.1
O 1.906 -0.483 -1.993 -1.2 -0.5 2.7
C 1.846 -0.087 -3.374 -0.1 0.3 -1.3
H 1.352 -0.862 -3.971 0.1 0.1 0.2
H 1.300 0.858 -3.477 0.2 -0.2 0.1
H 2.884 0.036 -3.694 -0.3 -0.1 0.2

=====

(4)
15
Properties=species:S:1:pos:R:3:forces:R:3 method="wB97M-V/def2-TZVPD" de_lowest_ev=0.000 orbital_gap_ev="8.637 / 5.791" energy_ev=-36881.408 charge=+2 homo_energy_ev="-17.01 / -15.13" spin_multiplicity=7 s_squared=13.02
O 1.974 0.871 -0.253 -0.8 0.7 -0.1
C 2.713 -0.227 -0.382 -0.4 -0.7 0.8
C 0.537 0.477 -0.014 0.4 -0.1 -0.1
O 3.933 -0.064 -0.398 0.5 0.0 -0.4
O 2.041 -1.316 -0.372 0.4 0.1 -0.2
C 0.604 -1.018 -0.348 -0.5 -0.2 -0.1
Tb 4.117 2.232 -0.435 0.2 -0.1 0.0
H -0.060 1.059 -0.719 0.0 -0.1 0.4
H 0.352 0.681 1.044 -0.2 0.1 -0.4
H 0.210 -1.256 -1.339 0.1 0.0 0.2
H 0.154 -1.654 0.415 0.1 0.1 -0.2
O -4.783 -0.202 0.983 1.2 1.5 -2.1
C -3.635 0.304 0.355 1.2 -3.1 5.2
O -2.618 0.004 0.990 -1.7 1.7 -3.2
H -5.538 0.109 0.474 -0.5 0.0 -0.1

=====

(5)
11
Properties=species:S:1:pos:R:3:forces:R:3 method="wB97M-V/def2-TZVPD" orbital_gap_ev=3.720 energy_ev=-37789.792 charge=+1 homo_energy_ev=-9.98
H -0.699 -1.516 0.256 0.3 0.3 0.4
C 1.115 -0.799 1.375 0.1 1.1 -0.8
C 0.098 -0.782 0.414 -1.9 -0.3 1.3
C 0.308 0.331 1.430 -1.0 -3.1 -1.5
H 1.974 -1.324 1.783 0.0 0.4 -0.4
H 0.374 1.170 0.101 -0.6 -0.3 -1.3
H -0.445 0.735 2.111 0.7 0.5 -0.3
C -0.149 0.478 -1.240 3.3 2.4 4.8
O -1.151 1.236 -1.650 -1.3 -2.0 -2.2
Yb -2.297 -0.150 -2.931 0.9 1.1 1.2
H 0.872 0.623 -1.650 -0.5 -0.1 -1.1

=====

(6)
10
Properties=species:S:1:pos:R:3:forces:R:3 method="wB97M-V/def2-TZVPD" de_lowest_ev=2.273 orbital_gap_ev=10.650 energy_ev=-4241.688 homo_energy_ev=-9.35 smiles=C1[C@H]2C[C@@H]12
C -0.747 0.368 -0.659 -2.4 2.6 -2.7
C -0.025 -0.834 -0.299 0.4 0.3 1.4
C 0.394 -0.269 1.063 -3.2 0.6 1.1
C 0.631 0.483 -0.181 0.5 0.4 0.4
H -1.541 0.878 0.057 1.1 -1.4 -1.6
H -0.863 0.521 -1.839 -0.1 -0.1 2.7
H 0.162 -1.677 -0.918 0.2 -0.6 0.1
H 1.198 -0.737 1.617 -0.1 0.2 0.1
H -0.673 0.211 1.708 3.4 -1.7 -1.4
H 1.464 1.056 -0.548 0.2 -0.4 -0.2

=====

(7)
16
Properties=species:S:1:pos:R:3:forces:R:3 method="wB97M-V/def2-TZVPD" orbital_gap_ev="6.634 / 5.696" energy_ev=-21873.582 homo_energy_ev="-8.24 / -7.77" spin_multiplicity=2 s_squared=0.75
O 4.251 1.347 1.433 -0.7 0.7 1.1
Mg 3.197 0.679 0.048 -0.6 1.2 1.8
O 0.588 2.239 -0.323 2.0 0.0 1.3
C 1.100 1.192 0.355 -0.7 -0.5 -1.6
C 0.304 0.112 0.593 0.6 0.0 0.0
O -1.046 0.181 0.198 0.0 -1.3 1.3
C -1.555 -0.798 -0.718 0.2 -0.5 -0.3
C -2.829 -0.202 -1.317 -0.2 0.0 0.3
O -2.615 1.090 -1.788 -2.4 -1.3 -1.6
Ag -1.280 2.007 -0.796 0.7 2.1 -0.1
H 3.821 1.884 2.184 1.0 -1.4 -2.0
H 0.563 -0.768 1.185 0.0 0.3 -0.1
H -1.738 -1.748 -0.193 0.0 0.2 -0.1
H -0.801 -0.965 -1.506 -0.2 0.1 0.2
H -3.616 -0.220 -0.533 0.2 0.0 -0.2
H -3.167 -0.887 -2.119 0.1 0.3 0.1

=====

(8)
42
Properties=species:S:1:pos:R:3:forces:R:3 method="wB97M-V/def2-TZVPD" de_lowest_ev=2.882 orbital_gap_ev="5.329 / 5.297" energy_ev=-196911.613 charge=-4 homo_energy_ev="2.31 / 2.34" spin_multiplicity=3 s_squared=2.00
Pt -0.122 -0.401 -0.819 1.4 0.2 0.2
N 2.653 -0.178 -2.506 1.1 -1.5 -1.8
O 1.849 0.279 -1.719 -1.6 2.6 2.3
O 2.568 -1.377 -2.751 0.8 -0.8 -0.6
O 3.513 0.563 -3.055 -0.3 -0.2 0.5
N -0.765 2.801 -1.411 0.4 -2.2 -1.7
O -0.642 3.286 -2.509 0.1 0.9 -2.6
O -0.952 1.573 -1.282 -0.7 -1.9 -0.5
O -0.730 3.459 -0.445 0.1 3.5 4.9
N -0.007 -3.859 -0.780 -1.4 -0.3 -1.2
O -0.440 -4.719 -0.046 -0.9 -1.7 3.8
O 0.325 -4.232 -1.864 2.1 -0.1 -3.8
O -0.081 -2.669 -0.492 0.3 1.8 1.6
As -0.878 -0.435 -4.538 -1.1 0.9 0.3
F -2.251 0.602 -3.912 1.7 -1.2 -0.9
F -2.175 -1.613 -5.071 1.6 0.7 0.5
F 0.471 -1.461 -5.273 -2.0 1.2 1.2
F 0.286 0.846 -4.033 -1.3 -2.0 -0.8
F -0.862 -1.260 -2.903 0.4 0.7 -2.1
F -1.086 0.320 -6.161 0.4 -0.3 0.9
As -3.984 -0.751 0.034 0.6 1.5 -0.8
F -5.798 -0.509 0.227 1.7 -0.6 -0.2
F -4.105 -1.280 -1.688 -0.4 0.5 2.0
F -2.204 -0.860 -0.124 -1.8 -0.3 0.6
F -3.760 -0.224 1.774 -0.5 -0.7 -1.9
F -4.052 -2.452 0.526 -0.3 1.3 -0.1
F -3.874 0.962 -0.534 -0.4 -1.9 0.9
C 1.316 0.068 2.290 -3.0 -0.1 -1.4
O 1.269 1.247 3.133 0.4 1.0 -0.6
O 0.237 0.086 1.354 3.3 0.1 1.9
C 2.792 -0.217 1.785 -2.1 1.6 -0.7
F 3.565 -0.531 2.841 1.2 1.1 1.0
F 2.784 -1.340 1.124 0.0 -0.8 -1.7
F 3.360 0.804 1.015 -0.4 -1.7 1.5
C 1.255 1.230 4.550 0.7 -0.6 -1.8
C 1.681 2.575 4.984 -0.4 1.6 1.0
H 2.495 2.942 4.359 0.0 0.0 0.1
H 0.884 3.318 5.025 -0.2 0.1 -0.6
H 1.963 2.529 6.036 0.5 -0.1 0.2
H 2.088 0.630 4.916 -0.4 -1.1 0.2
H 0.265 0.980 4.932 0.0 -0.5 0.2
H 1.150 -0.732 3.012 0.1 -0.8 0.1

=====

(9)
13
Properties=species:S:1:pos:R:3:forces:R:3 method="wB97M-V/def2-TZVPD" de_lowest_ev=0.794 orbital_gap_ev="8.521 / 4.902" energy_ev=-11985.662 charge=+3 homo_energy_ev="-24.34 / -26.01" spin_multiplicity=3 s_squared=2.01
O -0.373 -0.225 -0.741 -0.2 1.0 -0.5
C -0.205 0.925 -1.154 1.6 -1.1 0.8
O 0.618 1.729 -0.327 -0.7 -0.3 1.2
C 0.186 -0.783 0.529 -0.1 0.9 -1.7
C -0.347 -2.176 0.688 -0.7 1.3 -0.3
H 1.274 -0.746 0.409 0.3 -0.7 -0.2
H -0.130 -0.104 1.327 -0.8 -0.3 0.5
H -0.040 -2.817 -0.148 2.1 -0.8 -0.3
H 0.076 -2.589 1.614 -0.2 -2.3 1.0
H -1.440 -2.178 0.776 -0.7 0.6 1.6
Au -0.400 2.383 -2.506 -1.3 1.5 -2.4
C 0.328 2.961 -0.669 0.4 -0.8 0.8
H 0.452 3.620 0.202 0.3 0.9 -0.4

=====

(10)
21
Properties=species:S:1:pos:R:3:forces:R:3 method="wB97M-V/def2-TZVPD" orbital_gap_ev=9.602 energy_ev=-68605.109 homo_energy_ev=-10.31 smiles=CB(O)BC(F)(F)C(F)F.ClC(Cl)(Cl)Cl
C 2.435 -0.814 -0.267 0.1 0.0 -0.2
B 1.568 0.071 -1.221 -0.2 -0.1 0.0
O 2.056 1.282 -1.624 0.0 0.2 0.5
B 0.088 -0.492 -1.860 0.1 -0.1 0.2
C -1.291 0.311 -1.855 0.0 0.1 -0.1
F -2.061 -0.024 -2.949 0.0 0.0 0.1
F -1.076 1.668 -1.966 0.0 0.0 0.0
C -2.171 0.052 -0.618 -0.1 0.2 -0.1
F -2.116 1.076 0.262 0.1 -0.2 -0.2
F -1.701 -1.077 -0.004 0.0 0.1 0.0
H 2.609 -1.798 -0.708 0.0 -0.1 0.0
H 3.398 -0.360 -0.037 0.0 0.0 0.1
H 1.900 -0.996 0.667 0.0 0.0 0.0
H 1.376 1.899 -1.910 0.0 0.0 -0.4
H 0.056 -1.537 -2.430 -0.1 0.0 0.0
H -3.209 -0.098 -0.913 0.0 -0.1 0.1
Cl -2.102 -0.064 3.208 0.0 0.0 0.0
C -0.378 0.167 3.484 0.1 0.0 0.0
Cl 0.397 -1.404 3.721 0.0 0.0 0.0
Cl 0.364 0.973 2.098 0.0 0.1 0.1
Cl -0.144 1.165 4.923 0.0 0.0 0.0

=====

(11)
13
Properties=species:S:1:pos:R:3:forces:R:3 method="wB97M-V/def2-TZVPD" de_lowest_ev=0.000 orbital_gap_ev="7.688 / 7.686" energy_ev=-14169.426 charge=+1 homo_energy_ev="-12.97 / -12.97"
H -1.434 -1.684 -1.130 0.9 3.3 1.2
O -2.312 0.256 -1.563 1.3 -0.1 0.7
C -1.416 -0.442 -0.674 -3.1 -3.7 -2.0
C -0.130 0.154 -0.446 1.6 -0.2 1.4
C 0.540 -0.231 0.852 0.4 -0.3 0.7
C 1.844 0.412 1.120 0.0 -0.7 1.1
O 2.375 1.209 0.335 0.7 -0.5 1.5
Bi 1.170 1.473 -1.326 -1.3 1.2 -3.2
H -1.739 0.675 -2.215 -0.5 0.0 -0.3
H -1.989 -0.645 0.246 0.3 0.5 -0.1
H 0.774 -1.317 0.971 -0.3 0.3 -0.2
H -0.056 -0.025 1.773 0.0 -0.1 -0.4
H 2.374 0.165 2.057 -0.1 0.2 -0.3

=====

(12)
13
Properties=species:S:1:pos:R:3:forces:R:3 method="wB97M-V/def2-TZVPD" de_lowest_ev=2.081 orbital_gap_ev="6.803 / 6.042" energy_ev=-14153.421 charge=+2 homo_energy_ev="-18.59 / -18.43" spin_multiplicity=2 s_squared=0.78
O -2.993 0.966 -0.742 1.3 0.3 0.2
C -2.173 1.808 -0.263 -4.3 0.7 -1.6
H -3.913 1.278 -0.825 -0.6 0.0 0.0
H -2.655 2.765 0.011 0.4 0.1 0.2
C -0.060 -1.253 0.331 0.6 1.7 -1.0
C 1.232 -1.467 0.102 -1.0 -1.6 0.8
C 2.344 -0.476 0.313 -0.4 -1.3 -1.1
O 1.810 0.749 -0.030 4.9 1.6 -0.3
Bi -0.033 1.228 0.082 -0.6 -2.7 2.2
H 1.536 -2.470 -0.241 -0.2 0.2 0.4
H -0.991 -1.817 0.315 0.3 0.2 0.1
H 3.155 -0.737 -0.394 -0.2 0.4 0.2
H 2.741 -0.573 1.341 -0.2 0.4 -0.3

=====

The molar mass results, record by record, are as follows: 132.06 132.06 270.01 292.00 242.12 54.09 250.26 901.99 283.06 309.52 295.07 295.07 g/mol.